C13H18MgN2 as an isolated structure. Source: OMol25; level of theory: ωB97M-V/def2-TZVPD.

Output
* HOMO level (alpha / beta): -0.04 / 1.21 eV
* charge: -2
* 2S+1: 1

Each line ends with the Löwdin charge.
Geometry (Å):
C1 -0.453 0.834 -2.773  -0.241
C2 0.962 0.860 -2.455  -0.237
C3 1.145 1.735 -1.324  -0.198
C4 -0.145 2.225 -0.929  -0.182
C5 -1.124 1.668 -1.826  -0.217
Mg1 -0.169 -0.724 -0.938  0.425
N1 -2.431 -1.067 -1.455  -0.222
C6 0.154 -2.520 -1.256  -0.313
C7 1.566 -1.986 -1.294  -0.205
H1 2.085 2.038 -0.905  0.060
H2 1.754 0.377 -3.009  0.060
H3 -0.326 2.952 -0.165  0.064
H4 -2.166 1.907 -1.824  0.058
H5 -0.899 0.322 -3.613  0.068
H6 1.932 -1.672 -2.317  0.023
H7 -0.287 -2.938 -0.380  0.017
H8 -2.867 -2.024 -1.121  -0.146
H9 2.153 -2.121 -0.329  0.028
H10 -0.419 -2.800 -2.046  -0.026
C8 -2.482 0.354 1.308  -0.118
C9 -1.153 0.233 1.818  -0.399
C10 -0.817 0.437 3.243  -0.064
C11 0.680 0.301 3.300  -0.069
C12 1.085 0.033 1.907  -0.397
C13 2.454 -0.120 1.517  -0.120
N2 -0.019 -0.032 1.080  0.028
H11 -3.226 0.315 2.113  0.063
H12 -2.710 -0.448 0.569  0.026
H13 -2.611 1.306 0.767  0.069
H14 -1.450 0.642 3.993  -0.006
H15 1.278 0.397 4.097  -0.005
H16 3.026 0.794 1.733  0.067
H17 2.944 -0.933 2.073  0.067
H18 2.537 -0.343 0.437  0.043

Cartesian forces (eV/Å) of the 2 atoms listed first:
1.1 0.8 0.8
-1.1 1.2 0.5



One molecule with the formula C25H27N3O3. Source: OMol25; level of theory: ωB97M-V/def2-TZVPD.

Output
* HOMO level: -8.72 eV
* charge: 0
* SMILES: CCc1ccc(N(C(=O)c2ccco2)[C@@H](C(=O)NC2CCCC2)c2cccnc2)cc1
* 2S+1: 1

Each line ends with the Löwdin charge.
Geometry (Å):
C1 -4.109 -3.560 -0.327  -0.091
C2 -4.506 -2.088 -0.196  -0.207
C3 -3.297 -1.221 0.013  -0.252
C4 -2.636 -0.653 -1.069  -0.030
C5 -1.512 0.128 -0.882  -0.020
C6 -1.033 0.365 0.402  -0.244
N1 0.106 1.186 0.587  0.058
C7 0.136 2.517 0.288  -0.373
O1 1.161 3.171 0.386  0.107
C8 -1.118 3.154 -0.144  -0.176
C9 -1.251 4.355 -0.795  0.015
C10 -2.636 4.580 -0.931  -0.045
C11 -3.245 3.511 -0.343  -0.094
O2 -2.342 2.647 0.132  0.041
C12 1.314 0.643 1.202  -0.127
C13 1.170 -0.853 1.549  -0.457
O3 1.195 -1.253 2.691  0.085
N2 1.072 -1.645 0.470  0.136
C14 1.008 -3.088 0.533  -0.288
C15 -0.305 -3.605 -0.058  -0.129
C16 -0.087 -3.550 -1.575  -0.179
C17 1.437 -3.647 -1.788  -0.176
C18 2.062 -3.707 -0.387  -0.132
C19 2.522 0.781 0.310  -0.164
C20 2.437 0.773 -1.077  -0.029
C21 3.599 0.839 -1.826  -0.048
C22 4.811 0.895 -1.156  -0.153
N3 4.906 0.897 0.162  0.069
C23 3.796 0.848 0.871  -0.081
C24 -1.678 -0.208 1.491  0.008
C25 -2.796 -0.996 1.290  -0.020
H1 -4.991 -4.175 -0.488  0.070
H2 -3.610 -3.901 0.577  0.073
H3 -3.431 -3.697 -1.166  0.069
H4 -5.030 -1.776 -1.101  0.110
H5 -5.187 -1.975 0.650  0.111
H6 -3.009 -0.820 -2.070  0.119
H7 -1.018 0.582 -1.730  0.123
H8 -0.447 4.980 -1.127  0.120
H9 -3.112 5.419 -1.394  0.103
H10 -4.279 3.262 -0.203  0.126
H11 1.507 1.179 2.141  0.168
H12 1.062 -1.236 -0.450  0.129
H13 1.138 -3.357 1.583  0.149
H14 -1.154 -3.005 0.262  0.088
H15 -0.460 -4.633 0.269  0.120
H16 -0.614 -4.360 -2.077  0.103
H17 -0.473 -2.612 -1.974  0.090
H18 1.805 -2.777 -2.333  0.099
H19 1.704 -4.528 -2.370  0.103
H20 2.230 -4.741 -0.088  0.115
H21 3.011 -3.176 -0.330  0.115
H22 1.475 0.746 -1.573  0.112
H23 3.563 0.849 -2.905  0.101
H24 5.749 0.943 -1.694  0.102
H25 3.922 0.859 1.946  0.126
H26 -1.309 -0.030 2.488  0.129
H27 -3.297 -1.431 2.142  0.121

Cartesian forces (eV/Å) of the 2 atoms listed first:
-0.2 0.1 0.0
0.1 -0.2 0.0



It is found that the relative energy (zero: lowest compared OMol25 entry of this formula, charge and spin) values, taken in the order of the records, are 0.000 1.381 eV.